# 1
C12H28BCrF10N3O7S2 as an isolated structure at a distorted geometry, computed with ωB97M-V/def2-TZVPD.

As for the strongest force on any atom: 2.2 eV Å⁻¹. For the energy above the lowest of the compared OMol25 structures with the same formula, charge and spin, the calculation gives 2.89 kcal per mole. The value obtained for the LUMO energy (alpha / beta) is -0.1701 / -0.1451 hartree. The total charge is +1. As for the frontier orbital gap (alpha / beta): 0.3334 / 0.3585 Eh. As for the spin multiplicity: 4.

Element x y z (Å)
Cr: 2.988 1.840 -24.304
B: 3.394 -0.373 -26.717
F: 4.740 -0.090 -27.025
F: 2.632 -0.672 -27.808
F: 3.340 -1.322 -25.699
F: 2.850 0.877 -26.135
C: 2.292 5.500 -22.920
F: 2.129 5.682 -24.230
F: 2.346 6.649 -22.301
F: 1.261 4.789 -22.472
S: 3.913 4.600 -22.638
O: 4.721 4.941 -23.757
O: 4.365 4.921 -21.342
N: 3.524 2.949 -22.745
S: 3.411 2.323 -21.230
O: 2.636 3.074 -20.319
O: 3.009 0.954 -21.426
C: 5.182 2.226 -20.599
F: 5.255 2.818 -19.422
F: 5.464 0.945 -20.471
F: 6.037 2.759 -21.458
C: 1.389 -2.202 -23.689
C: 2.228 -1.096 -23.145
O: 1.850 0.198 -23.793
H: 1.697 -3.117 -23.180
H: 1.562 -2.355 -24.752
H: 0.328 -2.035 -23.493
H: 3.292 -1.242 -23.294
H: 2.107 -0.963 -22.074
H: 0.927 0.312 -23.539
C: 7.137 1.239 -25.166
C: 5.865 1.974 -24.739
C: 5.283 2.764 -25.883
O: 3.922 3.149 -25.582
C: 3.472 4.191 -26.461
N: 4.839 0.972 -24.259
H: 7.693 1.788 -25.927
H: 6.915 0.249 -25.567
H: 7.816 1.110 -24.322
H: 6.136 2.629 -23.915
H: 5.333 2.192 -26.809
H: 5.868 3.683 -25.955
H: 3.475 3.816 -27.489
H: 4.180 5.020 -26.421
H: 2.487 4.523 -26.167
H: 5.249 0.485 -23.457
H: 4.881 0.218 -24.960
C: -0.056 1.152 -26.311
C: 0.437 2.547 -26.017
C: -0.609 3.623 -26.200
O: -0.005 4.828 -25.876
C: -0.885 5.961 -25.995
N: 1.157 2.757 -24.705
H: -0.078 0.919 -27.371
H: -1.076 1.010 -25.922
H: 0.527 0.376 -25.821
H: 1.154 2.805 -26.804
H: -1.555 3.411 -25.674
H: -0.901 3.585 -27.263
H: -1.164 6.089 -27.042
H: -0.321 6.821 -25.647
H: -1.780 5.835 -25.383
H: 1.145 3.787 -24.638
H: 0.465 2.516 -23.985



# 2
A 2-piece molecular cluster, C8H9Cl2NOP overall at a distorted geometry, computed with ωB97M-V/def2-TZVPD.

As for the strongest force on any atom: 4.8 eV Å⁻¹. For the energy above the lowest of the compared OMol25 structures with the same formula, charge and spin, the calculation gives 40.47 kcal per mole. The value obtained for the LUMO energy is -0.1710 hartree. The total charge is +1. As for the frontier orbital gap: 0.3234 Eh.

Element x y z (Å)
C: 1.062 -0.157 2.960
C: -0.173 0.339 2.855
C: 1.879 -0.373 1.859
C: -0.694 0.626 1.575
C: 1.324 -0.139 0.585
C: -0.464 -1.104 -1.492
C: -1.146 -1.234 -2.823
C: -0.584 0.319 -0.858
N: 0.070 0.359 0.461
O: 0.132 -2.025 -0.975
P: -0.261 1.853 -1.853
Cl: -0.324 3.257 -0.430
Cl: 1.742 1.743 -2.136
H: 1.345 -0.611 3.932
H: -0.660 0.535 3.706
H: 2.882 -0.642 1.812
H: -1.674 1.008 1.593
H: 1.729 -0.330 -0.410
H: -0.719 -2.248 -3.315
H: -1.014 -0.380 -3.528
H: -2.218 -1.447 -2.660
H: -2.235 0.651 -0.858



# 3
C5H8O as an isolated structure at a distorted geometry, computed with ωB97M-V/def2-TZVPD.

As for the strongest force on any atom: 1.4 eV Å⁻¹. For the energy above the lowest of the compared OMol25 structures with the same formula, charge and spin, the calculation gives 101.33 kcal per mole. The value obtained for the LUMO energy is 0.0371 hartree. The total charge is 0. As for the frontier orbital gap: 0.3474 Eh.

Element x y z (Å)
C: 1.900 -0.378 0.281
C: 0.722 0.517 -0.208
C: -0.524 -0.045 -0.786
C: -1.556 -0.672 0.297
O: -1.550 0.500 1.105
C: -0.881 1.114 0.057
H: 1.599 -1.416 0.462
H: 2.408 -0.003 1.172
H: 2.695 -0.448 -0.497
H: 1.096 1.497 -0.486
H: -0.668 -0.387 -1.804
H: -1.295 -1.579 0.837
H: -2.570 -0.736 -0.135
H: -1.378 2.036 -0.296



# 4
C26H26AuN4O4S as an isolated structure at a distorted geometry, computed with ωB97M-V/def2-TZVPD.

As for the strongest force on any atom: 1.7 eV Å⁻¹. For the energy above the lowest of the compared OMol25 structures with the same formula, charge and spin, the calculation gives 23.19 kcal per mole. The value obtained for the LUMO energy is -0.1638 hartree. The total charge is +1. As for the frontier orbital gap: 0.2420 Eh.

Element x y z (Å)
Au: 0.042 -0.163 -0.364
C: 3.136 1.557 1.872
C: 2.609 1.478 0.455
C: 3.565 2.017 -0.590
O: 2.283 0.102 0.109
C: 1.288 2.337 0.334
O: 1.238 3.405 0.878
O: 0.390 1.825 -0.474
H: 4.061 0.981 1.974
H: 2.400 1.182 2.586
H: 3.343 2.593 2.124
H: 4.509 1.468 -0.572
H: 3.765 3.067 -0.389
H: 3.132 1.920 -1.586
H: 2.214 -0.398 0.935
S: -3.934 -1.981 -0.054
C: -4.183 -0.306 -0.301
C: -3.024 0.391 -0.494
C: -1.923 -0.484 -0.446
C: -2.238 -1.792 -0.214
C: -1.203 -2.782 -0.090
C: -1.361 -4.142 0.142
C: -0.235 -4.933 0.289
C: 1.032 -4.366 0.180
C: 1.125 -3.020 -0.092
N: 0.035 -2.255 -0.211
H: -5.186 0.089 -0.293
H: -2.968 1.454 -0.669
H: -2.357 -4.558 0.200
H: -0.340 -5.991 0.485
H: 1.932 -4.954 0.296
H: 2.082 -2.528 -0.222
C: 5.235 -6.824 0.150
C: 4.502 -5.861 1.045
C: 4.644 -4.485 0.901
C: 3.993 -3.608 1.755
C: 3.181 -4.087 2.778
N: 2.517 -3.126 3.570
C: 1.787 -3.319 4.711
O: 1.658 -4.361 5.306
N: 1.149 -2.154 5.163
C: 0.640 -1.090 4.424
C: 0.172 0.056 5.073
C: -0.371 1.085 4.332
C: -0.427 0.972 2.946
N: 0.018 -0.112 2.321
C: 0.517 -1.120 3.038
C: 3.020 -5.460 2.933
C: 3.679 -6.322 2.069
H: 5.578 -6.340 -0.763
H: 4.603 -7.670 -0.117
H: 6.111 -7.226 0.663
H: 5.280 -4.092 0.117
H: 4.131 -2.536 1.630
H: 2.761 -2.170 3.369
H: 0.836 -2.237 6.118
H: 0.237 0.126 6.152
H: -0.741 1.976 4.819
H: -0.820 1.770 2.328
H: 0.781 -2.010 2.480
H: 2.395 -5.844 3.723
H: 3.553 -7.389 2.204



# 5
One molecule with the formula C2H2ClP at a distorted geometry, computed with ωB97M-V/def2-TZVPD.

As for the strongest force on any atom: 2.5 eV Å⁻¹. For the energy above the lowest of the compared OMol25 structures with the same formula, charge and spin, the calculation gives 10.58 kcal per mole. Its SMILES is ClP1=CC=1. The value obtained for the LUMO energy is 0.0293 hartree. The total charge is 0. As for the frontier orbital gap: 0.3827 Eh.

Element x y z (Å)
C: 0.236 0.372 -0.681
C: -0.257 -0.783 -0.247
P: -0.132 -1.039 -1.967
Cl: -1.986 -0.594 -2.581
H: 0.735 1.337 -0.357
H: -0.514 -1.377 0.685